Density functional theory data (ωB97M-V/def2-TZVPD) for C55H50ClIN4P3S2Ti as an isolated structure.

As for the spin multiplicity: 2. The value obtained for the total energy is -157083.9786 eV. The calculation puts the largest force on an atom at 0.0251 hartree/bohr. For the LUMO energy (alpha / beta), the calculation gives 0.003 / 0.003 Ha.

CARTESIAN COORDINATES (ANGSTROEM)
H -5.816 -3.365 0.707
H -0.840 5.606 -6.983
H 0.916 4.025 3.145
C 3.046 5.186 -1.551
C -2.397 3.785 -3.102
H 3.800 -0.658 -5.642
H -5.295 1.686 1.021
H -4.336 4.375 -2.507
C 0.081 -5.898 4.594
Cl 3.718 -1.180 -1.789
H -3.885 -1.836 4.212
H -0.373 -2.562 4.353
C 0.716 0.020 3.611
C -1.319 3.878 -4.043
C 2.028 4.415 -2.089
C 2.000 1.026 5.384
I -2.335 2.600 -1.403
S -1.247 -1.569 -1.512
H 5.040 5.195 -0.752
C -0.604 4.936 -6.165
C -1.016 -6.538 0.763
H 2.651 4.361 3.061
H 1.992 -2.650 -1.147
H -0.352 -1.713 -5.590
H 1.333 4.414 -6.883
C -4.927 -2.995 1.204
H -5.915 -2.710 3.094
H 1.110 4.898 -2.399
Ti 0.692 -0.356 -0.562
C 2.967 0.037 5.230
C -0.438 -4.635 4.853
H 2.908 6.256 -1.449
H -1.774 -4.851 1.834
H -1.764 -1.655 2.934
H 3.500 0.090 0.980
C 1.193 2.290 0.896
H -4.079 3.093 2.989
C 1.040 -6.055 3.604
H -2.762 2.216 3.804
C 0.203 -6.063 -1.251
C 1.755 -1.297 -5.728
C -2.790 5.468 -5.274
C -0.043 3.209 -3.998
C -3.848 -2.141 3.173
H -1.408 -7.248 1.480
H 3.900 2.275 2.623
C 1.681 -0.970 3.450
H -4.699 5.896 -4.437
N 2.010 2.869 1.777
H 3.495 1.359 -1.855
C -0.001 -3.548 4.109
C 3.370 2.439 -1.814
H -5.610 0.416 2.236
C -3.558 4.487 -3.249
C -2.577 -2.451 1.141
H 0.757 -6.404 -2.116
C -3.770 5.349 -4.348
P 1.502 -2.240 2.123
H 0.257 2.724 0.579
H -0.248 -6.750 5.177
H 1.456 -7.035 3.406
C 0.940 -3.701 3.092
C 1.959 -1.684 -1.648
H 1.594 4.922 1.757
C -1.569 4.751 -5.148
C -4.985 -2.627 2.546
H -0.134 0.023 2.938
H 0.352 -3.995 -1.791
C -3.742 2.114 3.342
C -0.299 -6.981 -0.338
P -0.936 -2.461 0.306
C -0.012 -4.706 -1.061
C 1.768 4.122 2.474
H -4.658 0.034 0.801
C 0.841 3.438 -5.020
N -1.498 0.861 1.075
C 0.586 4.288 -6.110
H 3.849 0.040 5.858
H -0.787 0.086 -3.977
C 0.873 1.014 4.573
H -2.913 6.115 -6.134
C 2.809 -0.949 4.267
H 2.224 -5.079 2.090
C 2.791 -0.486 -5.292
H 5.313 2.742 -0.974
H 2.125 1.798 6.134
H -4.443 1.744 4.090
C 0.220 -0.066 -4.353
N -3.662 1.151 2.254
C 0.463 -1.080 -5.262
C 2.183 3.032 -2.242
N 1.691 1.145 0.467
H -0.134 -8.041 -0.488
H 3.575 -1.702 4.118
H 1.626 -1.820 -2.678
C -2.653 -2.051 2.465
C 2.543 0.541 -4.388
C -3.734 -2.902 0.505
C -2.507 1.009 1.622
C 4.240 4.591 -1.159
H 1.953 -2.102 -6.424
C -1.220 -5.180 0.963
H -1.165 -4.496 5.643
C 1.259 0.752 -3.906
C 2.903 0.979 1.126
H 3.366 1.158 -4.055
C 3.106 2.042 1.937
C 0.281 -1.603 1.091
C -0.715 -4.252 0.054
H 0.116 1.782 4.689
S 3.301 -2.652 1.407
C 1.471 -4.964 2.860
H -3.691 -3.203 -0.536
C -4.882 0.810 1.529
H 1.805 2.941 -4.999
P 0.728 2.032 -2.708
C 4.395 3.219 -1.291

Löwdin population analysis, charges in e, atoms 1 to 2: atom 1 (H): 0.102, atom 2 (H): 0.114